## a
Formula: C3H10NO
Source: the OMol25 dataset
Level of theory: ωB97M-V/def2-TZVPD

Computed properties:
Gap between HOMO and LUMO, eV: 10.31
Spin multiplicity: 1
Total charge: +1

Bonds (Å) are listed after each position.
Positions of all 15 atoms, in Å:
1 C -0.753 -2.012 -1.851  O2 1.457, H3 1.059, H4 1.096, H5 1.061
2 O -0.364 -0.694 -1.367  C1 1.457, H6 0.961
3 H -1.297 -2.574 -1.137  C1 1.059
4 H -1.531 -1.827 -2.600  C1 1.096
5 H 0.028 -2.623 -2.230  C1 1.061
6 H -0.568 -0.037 -2.037  O2 0.961
7 C -0.357 1.870 1.440  N9 1.481, H10 1.084, H11 1.119, H12 1.034
8 C 1.457 0.310 1.252  N9 1.296, H13 1.100, H14 1.120
9 N 0.272 0.660 0.860  C7 1.481, C8 1.296, H15 1.057
10 H 0.326 2.706 1.342  C7 1.084
11 H -0.563 1.731 2.531  C7 1.119
12 H -1.287 1.968 1.000  C7 1.034
13 H 1.969 1.108 1.809  C8 1.100
14 H 2.022 -0.647 1.119  C8 1.120
15 H -0.163 0.113 0.067  N9 1.057

For each atom in turn, the natural (NBO) charge in e is: C -0.2509; O -0.7754; H 0.1956; H 0.1935; H 0.1978; H 0.4994; C -0.4330; C 0.1215; N -0.4067; H 0.2391; H 0.2464; H 0.2366; H 0.2057; H 0.2525; H 0.4778

=====

## b
Formula: C3H10NO
Source: the OMol25 dataset
Level of theory: ωB97M-V/def2-TZVPD

Computed properties:
Gap between HOMO and LUMO, eV: 11.74
Spin multiplicity: 1
Total charge: +1
SMILES: C[NH2+]COC

Bonds (Å) are listed after each position.
Positions of all 15 atoms, in Å:
1 C 0.447 0.886 1.212  N2 1.476, H6 1.102, H7 1.191, H8 1.120
2 N 0.192 1.129 -0.222  C1 1.476, C3 1.563, H9 1.036, H10 1.017
3 C 0.600 -0.095 -1.103  N2 1.563, O4 1.415, H11 1.165, H12 1.139
4 O -0.519 -0.939 -1.295  C3 1.415, C5 1.420
5 C -1.047 -1.526 -0.115  O4 1.420, H13 1.169, H14 1.104, H15 1.111
6 H 1.491 0.643 1.466  C1 1.102
7 H 0.168 1.912 1.749  C1 1.191
8 H -0.268 0.088 1.539  C1 1.120
9 H -0.783 1.403 -0.441  N2 1.036
10 H 0.759 1.921 -0.517  N2 1.017
11 H 1.450 -0.658 -0.539  C3 1.165
12 H 0.836 0.232 -2.168  C3 1.139
13 H -1.785 -0.787 0.411  C5 1.169
14 H -0.129 -1.688 0.476  C5 1.104
15 H -1.411 -2.520 -0.453  C5 1.111

For each atom in turn, the natural (NBO) charge in e is: C -0.4517; N -0.5424; C 0.0792; O -0.5096; C -0.2680; H 0.2546; H 0.2501; H 0.2481; H 0.4520; H 0.4394; H 0.2080; H 0.2479; H 0.1783; H 0.1678; H 0.2461

=====

Name the most stable of them. a.

=====

## a
Formula: C2H4OS
Source: the OMol25 dataset
Level of theory: ωB97M-V/def2-TZVPD

Computed properties:
Gap between HOMO and LUMO (alpha / beta), eV: 7.47 / 7.47
Spin multiplicity: 1
Total charge: 0

Bonds (Å) are listed after each position.
Positions of all 8 atoms, in Å:
1 C -2.051 -0.093 -0.118  S4 1.656, H5 1.061, H6 1.072
2 C 1.634 0.543 0.295  O3 1.314, H7 1.105
3 O 2.341 -0.472 -0.150  C2 1.314, H8 0.998
4 S -0.513 -0.661 0.115  C1 1.656
5 H -2.716 -0.284 0.686  C1 1.061
6 H -2.271 0.657 -0.851  C1 1.072
7 H 1.801 1.534 -0.163  C2 1.105
8 H 1.776 -1.224 0.187  O3 0.998

For each atom in turn, the natural (NBO) charge in e is: C -0.5426; C 0.1070; O -0.6273; S 0.0544; H 0.1908; H 0.1965; H 0.1175; H 0.5037

=====

## b
Formula: C2H4OS
Source: the OMol25 dataset
Level of theory: ωB97M-V/def2-TZVPD

Computed properties:
Gap between HOMO and LUMO, eV: 9.14
Spin multiplicity: 1
Total charge: 0

Bonds (Å) are listed after each position.
Positions of all 8 atoms, in Å:
1 C -0.360 0.105 0.459  C2 1.463, O3 1.375, S4 1.789
2 C 0.792 0.052 -0.442  C1 1.463, H6 1.122, H7 1.144, H8 1.143
3 O -1.115 -1.038 0.570  C1 1.375, S4 1.737
4 S -2.011 0.224 -0.220  C1 1.789, O3 1.737
5 H -0.439 0.679 1.834  no bonds
6 H 0.410 0.166 -1.491  C2 1.122
7 H 1.156 -1.025 -0.569  C2 1.144
8 H 1.567 0.837 -0.142  C2 1.143

For each atom in turn, the natural (NBO) charge in e is: C 0.0409; C -0.7130; O -0.5937; S 0.3357; H 0.1878; H 0.2476; H 0.2511; H 0.2436

=====

Name the most stable of them. b.